(1)
{"formula": "C11H44N22O11", "method": "ωB97M-V/def2-TZVPD", "species": ["N", "C", "N", "O", "H", "H", "H", "H", "N", "C", "N", "O", "H", "H", "H", "H", "N", "C", "N", "O", "H", "H", "H", "H", "N", "C", "N", "O", "H", "H", "H", "H", "N", "C", "N", "O", "H", "H", "H", "H", "N", "C", "N", "O", "H", "H", "H", "H", "N", "C", "N", "O", "H", "H", "H", "H", "N", "C", "N", "O", "H", "H", "H", "H", "N", "C", "N", "O", "H", "H", "H", "H", "N", "C", "N", "O", "H", "H", "H", "H", "N", "C", "N", "O", "H", "H", "H", "H"], "positions_angstrom": [[-1.424229, 2.764674, -7.341263], [-1.936469, 1.942114, -6.495103], [-2.480289, 0.997184, -7.171753], [-1.700689, 1.966044, -5.258583], [-0.624209, 3.201004, -6.905733], [-1.828759, 2.954404, -8.247043], [-2.035589, 0.728444, -8.037843], [-2.878209, 0.313924, -6.543333], [3.628001, 0.371574, 6.309067], [3.134011, -0.352196, 5.399377], [2.135721, 0.304884, 4.973007], [3.492091, -1.443216, 5.108327], [4.463501, 0.080224, 6.796057], [3.164541, 1.204224, 6.643727], [1.511141, -0.029206, 4.253027], [2.024471, 1.221224, 5.382937], [7.181771, -2.726766, 1.769247], [8.036711, -2.998976, 2.752987], [7.578221, -3.141596, 3.984697], [9.252191, -2.988076, 2.600237], [7.466881, -2.300486, 0.899137], [6.202441, -2.961146, 1.847217], [6.576091, -3.249676, 4.049227], [8.214371, -3.314176, 4.749957], [-0.599459, 1.067114, -0.479193], [-0.127789, 0.194834, 0.378517], [1.096081, -0.242266, 0.234257], [-0.750129, -0.305346, 1.298977], [-1.401369, 1.652524, -0.293913], [-0.112289, 1.184414, -1.356123], [1.385681, -1.029616, 0.796667], [1.641581, 0.316104, -0.406643], [3.680491, -7.102696, 1.692897], [3.335511, -5.906136, 1.997447], [2.984881, -5.876066, 3.239327], [3.456451, -4.921916, 1.270367], [4.150011, -7.429126, 2.525417], [4.149711, -7.131736, 0.798977], [2.696371, -5.054246, 3.750667], [2.693751, -6.748566, 3.656577], [-5.796699, 1.175474, -2.253603], [-6.448569, 0.151344, -2.737103], [-7.683199, 0.088244, -2.213903], [-6.031619, -0.639116, -3.612663], [-6.255589, 1.877294, -1.690623], [-4.828209, 1.267944, -2.524843], [-8.187639, 0.962684, -2.182343], [-8.051449, -0.786646, -2.558953], [1.790951, 4.977304, -5.459593], [0.997081, 5.889454, -5.187573], [0.276981, 5.548374, -4.236573], [1.111161, 6.964974, -5.757203], [2.398171, 5.104454, -6.256603], [2.082211, 4.399574, -4.684023], [0.350691, 4.561734, -4.033573], [-0.256689, 6.248404, -3.741333], [-5.528269, -1.998566, 1.279017], [-5.760909, -1.684536, 2.503607], [-4.829279, -0.954946, 3.014107], [-6.751239, -1.947846, 3.138357], [-6.152669, -2.494386, 0.659027], [-4.664269, -1.666126, 0.875177], [-4.010599, -0.738436, 2.463677], [-4.810269, -1.360026, 3.939127], [-2.163239, -4.600726, 1.741007], [-2.133819, -5.213236, 0.606737], [-1.303199, -4.605816, -0.124523], [-2.807239, -6.263436, 0.293207], [-1.887959, -3.630966, 1.678617], [-2.779269, -4.855976, 2.499587], [-1.060669, -5.014216, -1.015863], [-0.973849, -3.763456, 0.324977], [-4.532979, 3.873434, 2.115187], [-4.600199, 4.399284, 0.935487], [-3.487749, 4.827174, 0.419377], [-5.729559, 4.686954, 0.491527], [-5.410809, 3.733944, 2.594817], [-3.727599, 3.773084, 2.716347], [-2.796549, 4.982864, 1.139167], [-3.491199, 5.483754, -0.348093], [4.926431, 3.656424, 0.005697], [4.274191, 2.782504, -0.794273], [5.054041, 1.826764, -1.190203], [3.119351, 3.018304, -1.251833], [4.684791, 4.625044, 0.158967], [5.875681, 3.333004, 0.125827], [5.743931, 1.546114, -0.508003], [4.814171, 1.240844, -1.977133]], "atomic_forces_ev_per_a": [[2.8, 4.3, -1.3], [1.9, 0.0, 4.4], [-3.5, -4.6, -0.5], [-0.9, 0.1, -1.6], [-0.1, 1.1, -0.9], [0.5, 0.1, 0.4], [-0.4, -0.2, 0.4], [-0.2, -0.6, -0.7], [5.2, 3.4, 6.4], [-0.1, -2.1, -0.4], [-6.1, 2.6, -3.8], [1.3, -3.5, -1.5], [-0.3, 0.0, -0.1], [0.6, -0.4, 0.1], [0.1, 0.2, 0.2], [-0.8, -0.3, -1.0], [-2.2, 0.1, -1.4], [3.6, 0.7, 0.0], [-2.4, -0.5, 1.3], [0.5, 0.1, -0.8], [0.4, -0.5, 0.4], [0.1, 0.2, 0.0], [0.2, 0.0, 0.9], [-0.3, -0.1, -0.4], [-0.5, 2.0, -2.1], [-1.1, -1.8, 2.3], [2.6, 0.4, -1.8], [-2.1, 0.0, 1.5], [0.2, -0.5, 0.0], [-0.2, 0.3, 0.2], [0.3, 0.4, -0.3], [0.9, -0.7, 0.3], [1.7, -4.6, -1.9], [0.1, 5.2, -2.0], [-2.1, 0.7, 5.3], [-0.4, 0.2, -0.2], [0.5, -1.2, -0.8], [0.2, -0.5, 0.2], [0.1, 0.1, -0.6], [0.0, 0.3, 0.1], [2.6, 2.0, 0.5], [0.4, -1.6, -2.6], [-1.2, -1.4, 0.2], [-0.2, 0.8, 1.8], [0.4, -0.2, 0.1], [-0.3, 0.4, 0.0], [-0.4, -0.6, 0.0], [-1.2, 0.5, 0.0], [6.5, -7.3, -3.0], [0.9, 7.0, -3.2], [-5.5, -0.9, 6.0], [-1.3, 1.7, -0.5], [0.1, -0.1, 0.4], [0.4, -0.3, -0.7], [-1.1, 0.5, 0.8], [-0.1, -0.6, 0.1], [0.8, -1.4, -5.2], [-3.4, -0.5, -0.3], [3.2, 2.4, 3.0], [-1.6, -1.2, 0.9], [-0.1, 0.2, 0.5], [-0.4, -0.4, -0.3], [0.3, -0.3, 0.7], [1.3, 1.2, 0.7], [-1.3, 2.1, 5.4], [-4.9, -6.9, -0.9], [3.3, 1.9, -4.4], [2.0, 2.7, 0.9], [-0.3, -0.1, 1.0], [-0.1, 0.0, -0.5], [0.2, 0.7, 0.1], [1.1, -0.2, -1.6], [0.1, -2.5, 4.4], [-5.2, 2.6, -1.1], [3.9, 0.8, -1.3], [0.8, -0.9, -0.8], [0.1, 0.0, -0.3], [0.1, 0.0, -0.6], [0.4, 0.1, -0.6], [-0.3, -0.2, 0.2], [0.9, -0.3, 1.2], [-4.8, 4.3, -1.5], [1.9, -3.4, -0.7], [2.0, -0.9, 0.9], [-0.2, -0.5, -0.1], [0.1, 1.2, 0.4], [0.2, -0.5, -0.7], [-0.1, -0.1, 0.5]], "total_charge": 0, "energy_ha": -2477.9204, "smiles": "NC(N)=O.NC(N)=O.NC(N)=O.NC(N)=O.NC(N)=O.NC(N)=O.NC(N)=O.NC(N)=O.NC(N)=O.NC(N)=O.NC(N)=O", "relative_energy_ev": 11.045}

---

(2)
{"formula": "C4H9NO", "method": "ωB97M-V/def2-TZVPD", "species": ["C", "N", "C", "C", "O", "C", "H", "H", "H", "H", "H", "H", "H", "H", "H"], "positions_angstrom": [[1.453600, -0.636434, -0.009186], [0.376456, 0.202036, -0.524090], [0.064770, 0.230163, -1.752119], [-0.567826, 1.212699, 0.450491], [-1.070267, 2.089983, -0.229726], [-0.552616, 0.727635, 1.713563], [2.170971, -0.873954, -0.802632], [1.953203, -0.094584, 0.796611], [1.028212, -1.561413, 0.392734], [0.573776, -0.390361, -2.489726], [-0.749146, 0.905202, -2.017317], [-1.835114, -1.711529, -0.266835], [-1.103084, 1.266394, 2.478203], [-0.007443, -0.165714, 1.992814], [-1.735491, -1.200122, 0.267214]], "atomic_forces_ev_per_a": [[0.0, -0.1, 0.1], [0.0, 0.1, -0.5], [0.1, 0.0, 0.3], [-0.1, 0.1, 0.0], [0.2, -0.4, 0.3], [0.1, 0.1, 0.0], [-0.2, 0.0, 0.1], [-0.1, -0.1, -0.2], [0.1, 0.2, 0.0], [0.0, 0.1, 0.2], [0.1, -0.1, 0.0], [0.0, 0.0, 0.0], [0.1, -0.1, -0.2], [-0.1, 0.3, -0.1], [-0.1, -0.1, 0.0]], "total_charge": 0, "energy_ha": -287.6923, "relative_energy_ev": 3.814}